No. 1
{
  "formula": "C22H42BN2O9",
  "method": "ωB97M-V/def2-TZVPD",
  "orbital_gap_ha": 0.240,
  "total_charge": 1,
  "spin_multiplicity": 1,
  "homo_ev": -11.313,
  "species": ["C", "C", "B", "O", "C", "C", "C", "C", "N", "N", "H", "H", "H", "H", "H", "H", "H", "H", "H", "H", "O", "C", "O", "C", "C", "C", "H", "H", "H", "H", "H", "H", "H", "H", "O", "C", "O", "C", "C", "C", "H", "H", "H", "H", "H", "H", "H", "H", "O", "C", "O", "C", "C", "C", "H", "H", "H", "H", "H", "H", "H", "H", "O", "C", "O", "C", "C", "C", "H", "H", "H", "H", "H", "H", "H", "H"],
  "positions_angstrom": [[0.50007, -6.39208, 3.14130], [1.62450, -6.72771, 4.15310], [2.46618, -7.97848, 3.79448], [2.92117, -8.92074, 4.66957], [2.96160, -8.09039, 2.25802], [3.53020, -6.98737, 1.57111], [3.93230, -7.10924, 0.28237], [3.74063, -8.33609, -0.33550], [3.19510, -9.30818, 0.37805], [2.80804, -9.24751, 1.64013], [0.56237, -6.95894, 2.20612], [-0.47670, -6.60547, 3.57441], [0.55568, -5.33546, 2.88012], [2.30972, -5.86868, 4.20543], [1.22318, -6.84272, 5.16150], [2.45898, -9.76463, 4.70424], [3.62900, -6.04063, 2.09002], [4.37255, -6.29187, -0.27234], [4.00272, -8.54783, -1.36399], [3.04077, -10.21738, -0.04605], [0.96826, -3.13415, 3.37434], [0.67340, -2.58565, 2.34524], [1.14488, -3.10935, 1.19129], [0.71261, -2.62809, -0.09583], [1.49803, -1.42007, -0.54977], [-0.13418, -1.31133, 2.31822], [-0.35956, -2.43400, -0.08151], [0.87222, -3.47233, -0.76555], [1.34854, -0.57258, 0.11435], [1.18403, -1.11078, -1.54580], [2.56483, -1.64464, -0.57452], [0.55875, -0.47046, 2.35829], [-0.75261, -1.29041, 3.21090], [-0.76526, -1.19429, 1.44227], [1.26521, 1.75466, -1.06128], [1.07312, 2.29568, -0.00287], [-0.18802, 2.32767, 0.46738], [-0.53461, 2.88464, 1.75046], [-0.77758, 4.37279, 1.66203], [2.17765, 2.98405, 0.76144], [0.22265, 2.62825, 2.49233], [-1.44769, 2.35940, 2.02815], [0.12147, 4.91397, 1.37032], [-1.11065, 4.77036, 2.61930], [-1.54375, 4.58695, 0.91963], [2.20962, 4.02689, 0.44619], [3.11785, 2.51309, 0.48879], [2.06163, 2.95641, 1.84097], [-1.69554, 7.25635, 1.46348], [-2.05077, 7.61724, 0.37393], [-1.56407, 6.95695, -0.69954], [-2.04674, 7.17896, -2.03389], [-1.33942, 8.32985, -2.71532], [-2.95808, 8.80594, 0.17151], [-3.12890, 7.30804, -2.03033], [-1.83895, 6.24378, -2.55101], [-1.53324, 9.27728, -2.21265], [-1.67887, 8.41628, -3.74748], [-0.26290, 8.16093, -2.71691], [-2.33652, 9.69429, 0.05885], [-3.56204, 8.92053, 1.06680], [-3.61215, 8.72866, -0.69221], [-3.84907, 2.67314, -6.18124], [-3.37826, 1.97646, -5.32722], [-3.42594, 2.40741, -4.04745], [-3.04352, 1.58996, -2.93499], [-1.55828, 1.65191, -2.65423], [-2.67054, 0.67892, -5.64703], [-3.39357, 0.56584, -3.07392], [-3.60453, 2.00581, -2.09894], [-0.97369, 1.24081, -3.47788], [-1.31337, 1.09530, -1.75139], [-1.24251, 2.68331, -2.50426], [-1.61346, 0.89578, -5.80074], [-3.08351, 0.29703, -6.57612], [-2.76040, -0.08204, -4.87665]]
}


No. 2
{
  "formula": "C12H15P",
  "method": "ωB97M-V/def2-TZVPD",
  "orbital_gap_ha": [0.244, 0.280],
  "total_charge": 0,
  "spin_multiplicity": 1,
  "homo_ev": [-7.661, -7.668],
  "species": ["C", "C", "C", "C", "C", "C", "C", "C", "C", "C", "C", "C", "P", "H", "H", "H", "H", "H", "H", "H", "H", "H", "H", "H", "H", "H", "H", "H"],
  "positions_angstrom": [[4.20428, 1.20227, -0.31470], [4.49408, -0.11586, -0.04355], [2.94049, 1.58455, -0.65904], [3.43567, -1.02671, 0.05056], [1.86496, 0.69257, -0.65385], [2.10891, -0.65773, -0.28204], [-2.71592, 1.36034, -0.32346], [-0.85151, -0.39406, 0.29792], [-2.22570, 0.03738, -0.30828], [-2.57106, -0.75264, -1.53089], [-2.56998, -0.56558, 2.24004], [-2.13858, -0.93845, 0.84679], [0.66122, -1.73149, -0.46793], [4.95453, 1.85768, -0.42275], [5.47489, -0.36098, 0.44868], [2.66202, 2.61386, -1.00485], [3.82107, -2.02436, 0.27674], [0.89567, 0.96237, -1.08526], [-3.07754, 1.78751, 0.56278], [-2.74785, 2.07876, -1.16462], [-0.30260, 0.51739, 0.68086], [-2.69417, 0.04323, -2.32043], [-3.53847, -1.39314, -1.52774], [-1.77836, -1.38971, -1.76505], [-3.04392, 0.36806, 2.28609], [-1.62828, -0.38653, 2.79739], [-3.09988, -1.40499, 2.65304], [-2.53396, -1.96374, 0.73356]]
}


No. 3
{
  "formula": "C4H7NO2",
  "method": "ωB97M-V/def2-TZVPD",
  "orbital_gap_ha": 0.328,
  "total_charge": 0,
  "spin_multiplicity": 1,
  "homo_ev": -8.144,
  "smiles": "Cc1c(O)on1C",
  "species": ["C", "C", "C", "O", "O", "N", "C", "H", "H", "H", "H", "H", "H", "H"],
  "positions_angstrom": [[0.18154, -1.62693, -0.32688], [-0.62748, -0.39274, -0.36408], [-1.87216, 0.00625, -0.12255], [-3.07997, -0.41969, 0.34104], [-1.61676, 1.35369, -0.30736], [-0.24073, 0.99878, -0.66559], [0.64974, 1.60167, 0.24614], [0.35864, -1.85054, -1.37907], [1.17571, -1.69957, 0.13912], [-0.36233, -2.39864, 0.08139], [-3.51959, 0.49236, 0.14458], [1.69649, 1.42463, 0.03057], [0.75040, 2.66253, 0.17822], [0.57346, 1.45169, 1.30447]]
}


No. 4
{
  "formula": "C11H24Br2F9N2O13S3V",
  "method": "ωB97M-V/def2-TZVPD",
  "orbital_gap_ha": 0.223,
  "total_charge": -2,
  "spin_multiplicity": 1,
  "homo_ev": -2.404,
  "species": ["O", "V", "O", "C", "C", "C", "O", "C", "N", "H", "H", "H", "H", "H", "H", "H", "H", "H", "H", "H", "H", "C", "C", "C", "O", "C", "N", "H", "H", "H", "H", "H", "H", "H", "H", "H", "H", "H", "H", "C", "F", "F", "F", "S", "O", "O", "O", "C", "F", "F", "F", "S", "O", "O", "O", "C", "F", "F", "F", "S", "O", "O", "O", "Br", "Br"],
  "positions_angstrom": [[1.27510, -0.94190, -1.10236], [-0.22735, -1.41621, -1.56515], [-0.85495, -2.08179, -0.31508], [-3.53869, -2.71937, 0.91208], [-3.31515, -1.30979, 1.43080], [-4.53911, -0.41276, 1.22765], [-4.36438, 0.83882, 1.87019], [-5.28830, 1.83889, 1.52156], [-3.03746, -1.41986, 2.92001], [-3.87898, -1.88496, 3.25108], [-2.17896, -1.94888, 3.11006], [-2.99054, -0.52307, 3.39812], [-3.67513, -2.92914, -0.14587], [-4.26613, -3.25704, 1.52872], [-2.61837, -3.24850, 1.17727], [-2.48710, -0.70394, 1.06723], [-5.51347, -0.88276, 1.40445], [-4.55567, -0.18508, 0.15630], [-6.29304, 1.41335, 1.43896], [-5.06053, 2.33727, 0.57628], [-5.30332, 2.61266, 2.28840], [4.86988, 3.43351, -1.03046], [4.52444, 2.00517, -0.64899], [3.88583, 1.77005, 0.73369], [3.69203, 0.36783, 0.88140], [2.87636, 0.00580, 1.99451], [3.56620, 1.48355, -1.70306], [3.20503, 0.54876, -1.48743], [2.76213, 2.09841, -1.88041], [3.99140, 1.40918, -2.62581], [5.38305, 3.40411, -1.99535], [5.76044, 3.68730, -0.44798], [4.09938, 4.19747, -0.98794], [5.34421, 1.29945, -0.78490], [2.92540, 2.29428, 0.75291], [4.47875, 2.14632, 1.57098], [3.45677, 0.09379, 2.91962], [2.50267, -1.01586, 1.97425], [2.00110, 0.63720, 2.15640], [0.17557, 0.47441, -6.03262], [0.47163, 1.60747, -6.69871], [-1.10289, 0.11799, -6.19058], [0.94895, -0.52858, -6.42792], [0.50425, 0.86729, -4.19848], [1.85082, 1.41634, -4.05972], [-0.42596, 1.92049, -3.83197], [0.35137, -0.36783, -3.47432], [-0.21773, 2.22840, 1.30947], [-1.45595, 2.12418, 1.77851], [0.30307, 3.37142, 1.80332], [0.50352, 1.19847, 1.81476], [-0.21032, 2.23902, -0.55863], [-1.17181, 3.25458, -0.88798], [1.15532, 2.53034, -0.91265], [-0.61793, 0.87285, -0.85139], [1.18477, -3.27504, 1.98210], [0.74734, -2.00574, 1.96605], [1.67086, -3.61230, 0.77406], [2.22768, -3.25908, 2.82489], [-0.13562, -4.59599, 2.45883], [-0.52374, -5.24824, 1.21083], [0.60269, -5.46793, 3.36184], [-1.23015, -3.84075, 3.05910], [0.55301, -3.98232, -2.81088], [-2.77231, -1.08172, -2.95005]]
}


No. 5
{
  "formula": "C29H22I2IrN3O4SSe",
  "method": "ωB97M-V/def2-TZVPD",
  "orbital_gap_ha": [0.243, 0.227],
  "s2": 0.755,
  "total_charge": -1,
  "spin_multiplicity": 2,
  "homo_ev": [-4.340, -4.025],
  "species": ["Ir", "I", "C", "C", "C", "I", "C", "O", "C", "C", "N", "C", "C", "C", "C", "C", "C", "N", "C", "H", "H", "H", "H", "H", "H", "H", "H", "H", "H", "H", "S", "C", "C", "C", "C", "C", "C", "C", "C", "C", "N", "H", "H", "H", "H", "H", "H", "O", "C", "C", "C", "C", "C", "C", "C", "O", "O", "H", "H", "H", "H", "H", "Se"],
  "positions_angstrom": [[0.37273, -1.19287, 0.39383], [-5.86827, -1.40517, 5.66457], [-4.04999, -1.40193, 4.60954], [-2.89018, -0.97273, 5.23853], [-1.71540, -0.97267, 4.51698], [0.06680, -0.31572, 5.40341], [-1.60021, -1.44814, 3.17846], [-0.45660, -1.46520, 2.59659], [-2.81838, -1.89658, 2.59772], [-2.78230, -2.47518, 1.22123], [-2.25184, -1.51630, 0.24671], [-2.69120, -1.74424, -1.10434], [-1.59305, -1.51543, -2.11204], [-1.87712, -1.11018, -3.40596], [-0.85084, -1.03509, -4.33362], [0.42049, -1.41180, -3.94396], [0.62242, -1.81469, -2.63533], [-0.35186, -1.82656, -1.72221], [-4.01275, -1.85122, 3.29991], [-2.90304, -0.64993, 6.27013], [-3.79718, -2.79561, 0.94801], [-2.13139, -3.35666, 1.20481], [-2.49139, -0.57667, 0.53788], [-3.57329, -1.14797, -1.36862], [-2.97289, -2.79783, -1.19363], [-2.89802, -0.88377, -3.68812], [-1.04916, -0.70998, -5.34720], [1.24985, -1.40483, -4.63690], [1.59324, -2.12825, -2.28473], [-4.92092, -2.20074, 2.82277], [-0.30355, 3.27422, 1.08229], [-1.52717, 2.81279, -0.02299], [-1.46228, 1.48960, -0.34507], [-0.39746, 0.79191, 0.30878], [0.29327, 1.64100, 1.10903], [1.41543, 1.18958, 1.88588], [2.23537, 1.99636, 2.66618], [3.32117, 1.42884, 3.30128], [3.55418, 0.06783, 3.16855], [2.68159, -0.67665, 2.40001], [1.64459, -0.12747, 1.78270], [-2.23566, 3.54967, -0.36969], [-2.14678, 1.04009, -1.05642], [2.02788, 3.05498, 2.74364], [3.98868, 2.04548, 3.89030], [4.40279, -0.40687, 3.63914], [2.80138, -1.74438, 2.26378], [4.77568, 1.76218, -2.55315], [3.46791, 1.97296, -2.86967], [3.11672, 2.81285, -3.92243], [1.78659, 3.00037, -4.26709], [0.79400, 2.32486, -3.57508], [1.15248, 1.47835, -2.53418], [2.47509, 1.30681, -2.14706], [2.76869, 0.48039, -0.89937], [3.61654, 0.88041, -0.12379], [2.05753, -0.59547, -0.78890], [5.32722, 2.33334, -3.09835], [3.89664, 3.32937, -4.47444], [1.53014, 3.67193, -5.07762], [-0.24966, 2.44937, -3.83607], [0.39345, 0.94636, -1.97942], [1.01924, -3.55713, 0.72482]]
}


No. 6
{
  "formula": "C9H12Cl2DyN2O4Sc",
  "method": "ωB97M-V/def2-TZVPD",
  "orbital_gap_ha": 0.194,
  "s2": 9.348,
  "total_charge": 4,
  "spin_multiplicity": 6,
  "homo_ev": -21.228,
  "species": ["Dy", "Sc", "Cl", "Cl", "C", "C", "C", "O", "O", "O", "C", "N", "C", "C", "C", "N", "C", "C", "O", "H", "H", "H", "H", "H", "H", "H", "H", "H", "H", "H", "H"],
  "positions_angstrom": [[0.71208, 0.13696, -4.77836], [0.41934, 0.49579, -0.32562], [-1.06579, 1.50168, -3.92474], [1.45421, -0.37978, -2.41844], [-0.75569, -1.25600, 0.06921], [0.38982, 1.21128, -7.04475], [0.50986, -1.03254, -7.10643], [-1.24833, -2.20682, 0.50037], [0.10452, 1.55791, -8.12838], [0.35078, -1.42126, -8.19896], [-1.05570, 3.83442, 2.55998], [-0.25259, 2.78272, 3.17306], [0.13850, 2.96893, 4.58183], [0.65946, 1.69395, 5.15128], [1.68314, 1.01037, 4.26717], [1.14025, 0.93296, 2.90449], [1.74232, 0.10582, 1.82216], [0.25595, 1.81577, 2.41553], [-0.06070, 1.74036, 1.14634], [-1.79948, 4.18521, 3.29446], [-1.57066, 3.42338, 1.68792], [-0.42431, 4.69597, 2.27559], [0.83256, 3.81672, 4.65490], [-0.79066, 3.31930, 5.05161], [-0.16769, 1.02102, 5.37383], [1.12726, 1.87274, 6.10937], [1.86961, -0.04706, 4.52644], [2.65718, 1.55505, 4.22943], [2.26433, 0.79305, 1.05518], [2.51612, -0.55487, 2.24226], [0.94063, -0.56884, 1.36335]]
}


The evaluated energy for the records listed, in turn: -1674.78784 -807.38826 -361.70137 -9706.70698 -5082.92590 -3325.25565 Eh.
The evaluated max |F| for the records listed, in turn: 0.018 0.071 0.074 0.066 0.071 0.154 hartree/bohr.